No. 1
This record from the Open Molecules 2025 dataset describes a cluster of 2 separate species, C3H5NO2 in total in a non-equilibrium geometry. The level of theory is ωB97M-V with the def2-TZVPD basis set.

The geometry in ORCA input format:
```
! wB97M-V def2-TZVPD RIJCOSX def2/J DEFGRID3
* xyz 0 3
C 2.725 -0.430 0.126
C -0.797 0.354 -0.467
C -1.919 -0.306 0.358
N 2.371 0.659 -0.203
O 3.237 -1.467 0.243
O -0.174 1.356 -0.183
H -0.403 -0.134 -1.412
H -2.767 -0.084 -0.232
H -1.930 0.195 1.433
H -1.838 -1.422 0.376
H 1.495 1.279 -0.038
*
```

For the energy above the lowest of the compared OMol25 structures with the same formula, charge and spin, the calculation gives 2.3 kcal per mole. The LUMO energy (alpha / beta) comes out at 0.028 / -0.115 Ha. The HOMO energy (alpha / beta) is -6.8 / -10.5 eV.

And the natural (NBO) charges, in e, turn out to be: 0.83 -0.02 -0.63 -0.79 -0.53 -0.25 0.26 0.23 0.24 0.24 0.45


No. 2
This record from the Open Molecules 2025 dataset describes a structure of composition C25H32BN7O2S2SiV in a non-equilibrium geometry. The level of theory is ωB97M-V with the def2-TZVPD basis set.

The geometry in ORCA input format:
```
! wB97M-V def2-TZVPD RIJCOSX def2/J DEFGRID3
* xyz -1 3
V 0.478 -0.417 0.078
B 1.353 -2.658 -2.631
N -0.050 -2.635 -1.976
C -1.069 -3.436 -2.344
C -2.158 -3.146 -1.554
C -1.732 -2.144 -0.710
N -0.447 -1.850 -0.986
N 2.349 -1.638 -2.026
C 3.621 -1.486 -2.442
C 4.211 -0.498 -1.687
C 3.231 -0.080 -0.814
N 2.107 -0.788 -1.039
H 1.810 -3.752 -2.510
H 1.231 -2.424 -3.794
H -1.026 -4.178 -3.131
H -3.137 -3.606 -1.589
H -2.320 -1.658 0.057
H 4.089 -2.052 -3.238
H 5.225 -0.130 -1.763
H 3.328 0.690 -0.061
O -4.260 -0.668 2.452
C -4.449 0.218 1.419
C -5.735 0.759 1.322
C -6.036 1.668 0.310
C -5.052 2.035 -0.603
C -3.765 1.492 -0.503
C -3.429 0.571 0.511
C -2.041 -0.038 0.645
O -1.246 0.417 -0.193
N -1.838 -0.922 1.576
N -0.514 -1.345 1.528
C -0.195 -2.248 2.389
S -1.248 -2.983 3.595
C 0.073 -3.787 4.524
C 1.105 -4.255 3.521
S 1.456 -2.864 2.425
H -3.317 -0.952 2.357
H -6.493 0.465 2.040
H -7.034 2.088 0.235
H -5.272 2.741 -1.397
H -3.010 1.790 -1.227
H -0.329 -4.628 5.096
H 0.504 -3.072 5.235
H 0.731 -5.098 2.928
H 2.022 -4.578 4.022
C -0.626 2.581 1.857
Si 1.122 2.536 1.204
C 1.692 4.312 1.048
C 2.214 1.723 2.481
N 1.126 1.486 -0.258
C 1.511 1.784 -1.600
C 1.984 3.039 -2.033
C 2.340 3.242 -3.370
C 2.229 2.203 -4.294
C 1.762 0.956 -3.881
C 1.406 0.749 -2.545
H -0.653 3.157 2.805
H -0.977 1.545 2.044
H -1.287 3.066 1.110
H 1.619 4.795 2.044
H 1.037 4.866 0.345
H 2.752 4.348 0.721
H 2.174 2.303 3.426
H 3.258 1.694 2.108
H 1.859 0.689 2.667
H 2.091 3.870 -1.374
H 2.702 4.211 -3.692
H 2.504 2.364 -5.328
H 1.674 0.147 -4.595
H 1.046 -0.227 -2.246
H 1.720 -0.354 1.312
*
```

The LUMO energy (alpha / beta) comes out at 0.078 / 0.078 Ha. The HOMO energy (alpha / beta) is -3.6 / -3.9 eV.

And the Mulliken charges, in e, turn out to be: -0.27 0.23 -0.49 -0.20 -1.40 -0.26 1.36 -0.52 -0.35 -1.08 -0.18 1.12 -0.17 -0.15 0.40 0.46 0.85 0.40 0.39 0.25 -0.73 0.46 -0.76 -0.26 -0.95 -0.38 -0.41 0.58 -0.55 -0.81 0.69 -0.21 -0.11 -0.56 -0.58 -0.06 0.62 0.42 0.37 0.41 0.45 0.36 0.29 0.30 0.38 -0.55 0.02 -1.35 -1.08 0.95 0.99 -0.83 -0.74 -0.73 -1.02 0.35 0.46 0.01 0.15 0.33 0.30 0.32 0.42 0.25 0.41 0.11 0.40 0.35 0.43 0.08 -0.37


No. 3
This record from the Open Molecules 2025 dataset describes the ion C2H6NO2 with charge +1. The level of theory is ωB97M-V with the def2-TZVPD basis set.

The geometry in ORCA input format:
```
! wB97M-V def2-TZVPD RIJCOSX def2/J DEFGRID3
* xyz 1 1
N -0.688 1.221 -1.180
C -0.575 -0.231 -0.813
C 0.298 -0.266 0.432
O 0.778 0.748 0.868
O 0.427 -1.477 0.927
H -1.205 1.346 -2.054
H 0.245 1.647 -1.209
H -1.193 1.714 -0.436
H -1.584 -0.583 -0.619
H -0.124 -0.746 -1.663
H 1.053 -1.423 1.673
*
```

The SMILES is [NH3+]CC(=O)O. For the energy above the lowest of the compared OMol25 structures with the same formula, charge and spin, the calculation gives 0.0 kcal per mole. The LUMO energy comes out at -0.146 Ha. The HOMO energy is -16.0 eV.

And the natural (NBO) charges, in e, turn out to be: -0.66 -0.33 0.77 -0.57 -0.63 0.45 0.47 0.46 0.26 0.27 0.53


no.,total energy (Eh)
1,-322.379919
2,-3560.410029
3,-284.803773